(1)
The following is a DFT calculation (ωB97M-V with the def2-TZVPD basis set) of a 4-piece molecular cluster, C26H36ClF3N3O16S4 overall in a non-equilibrium geometry.

Calculated values
Orbital gap, Eh: 0.2567
Net charge: +1
2S+1: 1
Max |F|, eV/A: 2.16

Element x y z (Å)
1 C 4.614762 -0.217220 -5.337949
2 C 4.347729 -1.633610 -4.804268
3 C 3.012828 -1.777437 -4.081909
4 C 2.823268 -0.860557 -2.856583
5 C 4.098066 -0.587733 -2.067344
6 O 1.853950 -1.458762 -1.946792
7 C 0.848682 -0.687943 -1.529475
8 O 0.574082 -0.512681 -0.372205
9 C -0.077212 -0.085675 -2.580691
10 C -1.014225 -0.925747 -3.166969
11 C -1.135706 -2.351790 -2.769686
12 C -1.373137 -2.725839 -1.453753
13 C -1.479308 -4.062150 -1.085708
14 N -1.393868 -5.051034 -1.971200
15 C -1.199652 -4.691798 -3.234236
16 C -1.046784 -3.394895 -3.701204
17 C -1.852301 -0.381566 -4.149693
18 N -2.831259 -1.074076 -4.802387
19 N -1.713925 0.917804 -4.481795
20 C -0.835094 1.771949 -3.914946
21 C -0.891394 3.172697 -4.456404
22 C -2.345800 3.720343 -4.588269
23 C -2.512973 4.390781 -5.948697
24 Cl -2.850351 3.120121 -7.161576
25 C 0.010327 1.281302 -2.940227
26 S 1.161899 2.399750 -2.176405
27 O 2.068559 1.718473 -1.308737
28 O 1.805208 3.226682 -3.151900
29 C 0.098054 3.460043 -1.046204
30 F -1.015940 2.803677 -0.750176
31 F -0.146857 4.646199 -1.568833
32 F 0.797965 3.626235 0.064646
33 H 3.733747 0.232826 -5.800687
34 H 5.056425 0.443683 -4.593565
35 H 5.366928 -0.300874 -6.125827
36 H 4.326393 -2.295160 -5.673260
37 H 5.203190 -1.945228 -4.205294
38 H 2.257792 -1.443766 -4.808863
39 H 2.755601 -2.809709 -3.837467
40 H 2.479548 0.091397 -3.266144
41 H 4.590397 0.325338 -2.396859
42 H 3.878633 -0.454381 -1.007883
43 H 4.809756 -1.409714 -2.133355
44 H -1.479372 -1.963365 -0.691019
45 H -1.661464 -4.306114 -0.046371
46 H -1.155301 -5.495605 -3.962794
47 H -0.864793 -3.197967 -4.751018
48 H -2.895968 -2.032906 -4.476529
49 H -2.724902 -1.081484 -5.812361
50 H -2.320929 1.276621 -5.218908
51 H -0.484513 3.107657 -5.471857
52 H -0.289220 3.875785 -3.897540
53 H -2.489312 4.487233 -3.825143
54 H -3.099398 2.945320 -4.469557
55 H -3.285228 5.154772 -5.952273
56 H -1.581772 4.890884 -6.213161
57 C 1.653782 4.790860 3.493911
58 C 2.422858 3.675413 2.816766
59 O 3.597386 3.514702 3.619976
60 S 3.246531 3.828859 5.152069
61 O 2.986467 2.601863 5.817183
62 O 4.179945 4.768501 5.647662
63 O 1.842222 4.553425 4.892301
64 H 2.068718 5.770564 3.248780
65 H 0.594318 4.776412 3.251826
66 H 2.696965 3.913308 1.793345
67 H 1.863364 2.736808 2.835282
68 C 1.063738 -0.129368 6.495497
69 C 1.898602 -1.233605 5.886098
70 O 1.376831 -2.434470 6.465712
71 S -0.202191 -2.267068 6.723426
72 O -0.926001 -2.847090 5.654273
73 O -0.466928 -2.612469 8.072934
74 O -0.260668 -0.673434 6.564931
75 H 1.394435 0.105704 7.508566
76 H 1.067180 0.776219 5.896466
77 H 2.956159 -1.131837 6.111957
78 H 1.761233 -1.288502 4.803163
79 C -6.245581 -4.079137 7.101838
80 C -5.898351 -3.379258 8.398834
81 O -4.512815 -3.047693 8.262583
82 S -4.175535 -2.734994 6.728125
83 O -4.209727 -1.329770 6.522940
84 O -3.056345 -3.508462 6.341120
85 O -5.518051 -3.359688 6.099293
86 H -5.901039 -5.115153 7.101115
87 H -7.309951 -4.050729 6.884268
88 H -6.049394 -4.008465 9.271270
89 H -6.464020 -2.452235 8.515809

Force components x, y, z for each atom (eV/Å):
0.493 -0.382 -0.248
0.006 0.247 -0.321
-0.534 0.406 -0.053
1.154 -0.176 -0.680
0.072 -0.112 0.482
-0.565 0.464 -0.214
0.195 0.127 1.184
-0.145 -0.303 -0.763
0.442 0.124 -0.084
0.108 0.141 0.353
-0.126 -0.816 -0.194
-0.052 0.691 0.447
-0.007 0.172 -0.409
-0.083 0.291 0.204
0.152 -0.405 -0.715
-0.086 0.476 0.436
-0.001 -0.213 -0.101
0.553 -0.331 -0.085
0.131 -0.250 -0.054
0.264 0.485 0.146
-0.819 -0.241 -0.358
0.574 0.543 -0.093
0.241 0.075 0.463
0.050 0.092 -0.080
-0.556 -0.176 -0.156
2.134 0.345 0.026
-0.812 -0.606 0.261
-1.047 0.234 -0.376
0.467 -0.295 0.509
-0.265 0.205 -0.242
-0.346 -0.090 -0.258
0.004 0.082 0.014
-0.051 0.054 0.170
-0.308 0.111 0.073
-0.037 0.120 -0.006
-0.055 -0.131 0.128
-0.122 -0.110 0.107
-0.102 -0.272 0.012
0.294 -0.015 0.191
-0.390 0.035 0.391
-0.024 -0.051 -0.137
-0.156 0.060 -0.067
-0.074 -0.038 -0.041
0.013 -0.067 0.015
0.048 -0.170 -0.043
0.035 -0.073 0.118
0.076 -0.138 0.005
-0.124 0.046 0.067
-0.397 0.304 -0.019
0.013 0.085 0.022
0.229 0.011 0.102
0.169 -0.151 -0.028
-0.153 -0.186 0.126
-0.160 0.177 0.186
-0.297 -0.322 -0.157
-0.054 -0.076 -0.240
0.162 0.320 -0.245
-0.312 -0.320 -0.011
-0.006 0.361 0.020
-0.132 0.010 -0.197
0.018 -0.006 0.185
0.097 -0.139 0.055
-0.014 -0.254 -0.046
0.008 -0.015 -0.017
-0.046 -0.071 0.223
0.260 0.013 0.076
-0.035 0.026 -0.040
0.241 0.153 0.338
-0.068 0.077 -0.428
-0.073 0.149 0.287
0.145 0.133 -0.075
0.974 0.309 -0.275
-0.011 -0.133 -0.045
0.071 -0.170 -0.262
0.032 0.021 -0.022
-0.180 -0.014 -0.014
-0.019 -0.184 0.151
0.017 0.051 0.002
0.075 -0.394 0.112
-0.315 0.326 0.001
0.044 -0.267 -0.170
-0.123 -0.102 0.171
0.046 -0.022 -0.152
-1.014 -0.211 0.308
-0.037 0.250 0.157
-0.012 0.003 0.037
0.042 0.140 -0.167
0.236 -0.017 0.025
-0.041 -0.033 -0.001



(2)
The following is a DFT calculation (ωB97M-V with the def2-TZVPD basis set) of C26H36ClN3O2Tb as an isolated structure in a non-equilibrium geometry.

Calculated values
ΔE to the lowest compared entry with this formula, charge and spin, kJ/mol: 70.1
Orbital gap (spin up / spin down), Eh: 0.1619 / 0.1451
Net charge: -1
2S+1: 7
Max |F|, eV/A: 6.32

Element x y z (Å)
1 Tb -1.278489 0.018397 -0.318421
2 Cl -2.905448 0.413607 1.513232
3 N -0.381197 2.200131 -0.565784
4 N -0.605186 -2.259125 -0.228245
5 C -1.309328 2.969744 -1.117806
6 C -1.283369 -3.079239 -1.013383
7 C 0.643512 3.087218 0.038290
8 C -0.040079 4.456889 -0.002588
9 C 1.893771 3.103252 -0.827445
10 C 0.949416 2.608616 1.445308
11 H 1.645408 3.411196 -1.853125
12 H 2.370977 2.116149 -0.853834
13 H 2.604629 3.829653 -0.411016
14 H 0.039702 2.633472 2.058725
15 H 1.709010 3.257994 1.901639
16 H 1.319907 1.575941 1.458459
17 C 0.315733 -3.073312 0.611579
18 C 0.123600 -4.483608 0.051269
19 C -0.116984 -2.962264 2.064824
20 C 1.746499 -2.590273 0.451980
21 H 2.041204 -2.617269 -0.604743
22 H 2.414298 -3.252145 1.021325
23 H 1.866651 -1.569759 0.839429
24 H -1.182129 -3.214132 2.161669
25 H 0.052580 -1.940992 2.436971
26 H 0.471970 -3.662028 2.673034
27 O -0.954739 -4.353123 -0.947601
28 H -0.210108 -5.220389 0.793770
29 H 1.004235 -4.868369 -0.480779
30 O -1.194995 4.264025 -0.908573
31 H 0.568361 5.265442 -0.426759
32 H -0.438430 4.763244 0.975589
33 C -2.451539 2.419875 -1.928577
34 C -2.370302 -2.632434 -1.945668
35 C -1.983419 -1.339312 -2.612728
36 H -3.269350 -2.477973 -1.327898
37 H -2.576938 -3.437781 -2.658377
38 C -2.369776 -0.109691 -2.060987
39 C -2.036967 1.135372 -2.608931
40 H -3.008450 -0.118577 -0.573379
41 C -1.243147 1.144627 -3.761660
42 C -0.822561 -0.074237 -4.295366
43 C -0.816684 2.438772 -4.377815
44 C -1.178581 -1.308223 -3.753671
45 H -0.194610 -0.060174 -5.190267
46 C -0.681848 -2.587660 -4.350622
47 H -0.198651 -2.400210 -5.313296
48 H -1.488682 -3.308033 -4.523276
49 H 0.060328 -3.089200 -3.714533
50 H -1.638319 3.158688 -4.454179
51 H -0.429857 2.271827 -5.387457
52 H -0.010411 2.929961 -3.814006
53 H -2.778883 3.187519 -2.640711
54 H -3.280066 2.229366 -1.226338
55 C 3.620633 -0.193853 2.589670
56 C 2.504721 -0.059738 3.542333
57 C 2.624941 0.009865 4.966637
58 C 1.325439 0.167463 5.463632
59 C 0.461136 0.184726 4.321840
60 C -0.999979 0.348684 4.357887
61 N 1.192362 0.026677 3.178243
62 H 3.462190 0.418969 1.690901
63 H 3.760652 -1.240756 2.280959
64 H 4.547553 0.136994 3.075086
65 H 3.569059 -0.045663 5.501704
66 H 0.977524 0.267263 6.486730
67 H -1.518797 -0.543897 3.982633
68 H -1.313550 0.519396 5.395069
69 H -1.326125 1.202393 3.749402

Force components x, y, z for each atom (eV/Å):
5.367 -0.026 3.327
-1.104 0.653 1.843
-1.142 2.535 -1.522
-0.924 -2.304 -1.224
1.982 -1.932 1.282
1.386 1.952 1.568
-0.286 -0.240 0.103
-0.649 0.252 -0.101
0.168 -0.030 -0.231
0.037 0.238 0.086
0.092 -0.102 0.162
-0.118 0.193 -0.004
-0.055 -0.188 -0.090
0.225 -0.082 -0.048
-0.125 -0.168 0.032
-0.125 0.261 0.077
-0.284 0.412 -0.057
-0.369 -0.408 -0.531
-0.185 -0.009 0.194
0.252 0.047 -0.100
0.005 0.013 0.134
-0.060 0.198 -0.101
-0.106 -0.262 -0.020
0.201 0.027 0.020
0.008 -0.230 -0.010
-0.090 0.180 -0.012
0.291 -1.018 0.255
0.068 0.243 -0.194
-0.221 0.104 0.113
0.281 0.910 0.184
-0.150 -0.255 0.088
0.038 -0.108 -0.315
0.166 0.156 0.344
0.194 -0.278 0.331
-0.259 -0.132 -1.633
0.127 0.045 -0.125
0.068 0.109 0.100
-0.893 -0.044 -0.019
-0.158 0.345 -2.153
-3.599 -0.767 -1.943
-0.801 0.260 0.805
0.668 -0.107 -0.832
0.321 0.276 -0.413
-0.560 -0.202 0.592
-0.164 -0.012 0.190
0.338 -0.254 -0.416
-0.027 -0.016 0.067
0.049 0.110 0.038
-0.144 0.119 0.010
0.068 -0.103 0.024
-0.037 0.026 0.078
-0.153 -0.118 0.047
0.060 -0.114 0.178
0.126 0.031 -0.173
0.400 -0.187 -0.347
-0.935 0.217 2.293
0.418 -0.049 -1.477
-1.228 0.038 -1.059
2.233 -0.297 1.103
-0.565 0.050 -0.080
-0.038 0.048 -0.058
0.089 -0.126 0.029
0.135 0.151 -0.182
-0.064 -0.073 -0.192
-0.156 0.054 0.056
0.174 -0.003 -0.042
-0.099 0.242 0.005
-0.043 -0.023 -0.149
-0.120 -0.229 0.097



(3)
The following is a DFT calculation (ωB97M-V with the def2-TZVPD basis set) of C26H36CsFN8O4S2 as an isolated structure in a non-equilibrium geometry.

Calculated values
ΔE to the lowest compared entry with this formula, charge and spin, kJ/mol: 52.3
Orbital gap, Eh: 0.2569
Net charge: -2
2S+1: 1
Max |F|, eV/A: 1.25

Element x y z (Å)
1 Cs -0.721632 0.779292 -0.347769
2 C -2.520843 2.632734 2.090602
3 C -3.131188 1.801869 3.219763
4 C -2.546332 2.247909 4.562863
5 C -2.921927 0.313737 3.015263
6 C -3.996898 -0.527482 2.750941
7 C -3.806609 -1.874737 2.500915
8 C -2.530635 -2.428879 2.474620
9 C -2.330958 -3.877017 2.110494
10 C -1.450548 -1.587688 2.717238
11 C -1.644912 -0.238614 2.993935
12 H -2.689710 3.699050 2.257390
13 H -2.937514 2.352352 1.120611
14 H -1.438154 2.471338 2.080091
15 H -4.211903 1.978666 3.239663
16 H -1.457963 2.162730 4.551186
17 H -2.924039 1.632696 5.382244
18 H -2.795255 3.293204 4.766974
19 H -4.997603 -0.111623 2.706869
20 H -4.662366 -2.499449 2.266551
21 H -2.518581 -4.039669 1.048440
22 H -3.013156 -4.524108 2.668121
23 H -1.305748 -4.197446 2.311184
24 H -0.433831 -1.953696 2.652421
25 H -0.762184 0.376687 3.125997
26 N -3.285141 -2.833351 -2.317666
27 C -3.753638 -1.727976 -3.153778
28 C -3.155724 -0.351618 -2.834874
29 C -3.516847 0.084505 -1.401758
30 O -4.300526 1.040229 -1.246812
31 O -2.928966 -0.554280 -0.482505
32 H -3.257946 -2.484256 -1.360405
33 H -2.313552 -3.044827 -2.526226
34 H -4.841546 -1.658536 -3.043421
35 H -3.564694 -1.978585 -4.203170
36 H -3.541127 0.395928 -3.531953
37 H -2.064152 -0.392287 -2.946774
38 N 1.652628 -1.820146 -3.097476
39 H 0.838293 -2.422554 -3.023515
40 H 1.302449 -0.869403 -3.184894
41 H 2.097945 -1.871255 -2.186309
42 N 2.003267 -2.750833 1.366092
43 C 1.457808 -3.629506 0.523803
44 C 0.340939 -3.224384 -0.277846
45 N -0.207721 -4.002436 -1.170439
46 C 0.301731 -5.247470 -1.291705
47 C 1.340350 -5.660165 -0.492881
48 N 1.934326 -4.880360 0.416750
49 H 1.646097 -1.674308 1.408511
50 H 2.781756 -3.106132 1.896842
51 H -0.052899 -2.226535 -0.114213
52 H -0.146008 -5.900600 -2.029977
53 H 1.724480 -6.673042 -0.583172
54 F 1.166157 -0.446465 1.400100
55 N 7.283236 1.363539 -1.814696
56 C 5.916402 1.685037 -1.945868
57 C 5.511449 2.712870 -2.787982
58 C 4.160289 2.998980 -2.939853
59 C 3.213347 2.258246 -2.260609
60 C 3.609284 1.229457 -1.409779
61 C 4.952111 0.943570 -1.260105
62 S 1.467380 2.607180 -2.396708
63 O 1.337673 3.697375 -3.335267
64 O 0.878584 1.323391 -2.733165
65 N 1.022472 2.890050 -0.921943
66 C 1.293701 3.985323 -0.197455
67 S 2.542395 5.174428 -0.556917
68 C 2.155167 6.010742 0.905050
69 C 1.141106 5.359565 1.525423
70 N 0.653804 4.234271 0.927647
71 H 7.888046 2.160851 -1.943133
72 H 7.491382 0.899979 -0.942810
73 H 6.254275 3.290664 -3.327983
74 H 3.832086 3.802868 -3.586441
75 H 2.869747 0.667132 -0.850527
76 H 5.258249 0.140972 -0.598533
77 H 2.658504 6.911198 1.213668
78 H 0.702081 5.681124 2.461072

Force components x, y, z for each atom (eV/Å):
0.619 -0.170 0.733
0.089 -0.223 0.083
0.011 -0.047 0.191
-0.081 0.061 0.033
0.059 0.082 -0.260
-0.029 0.017 0.125
0.014 -0.057 -0.029
0.018 0.028 -0.042
0.082 0.001 0.060
-0.092 0.098 0.064
-0.022 -0.107 -0.091
0.001 0.008 -0.033
-0.047 0.021 0.042
-0.062 0.163 -0.099
0.000 -0.020 -0.001
0.008 -0.018 0.005
-0.007 0.010 0.015
0.013 0.005 -0.001
-0.003 0.010 -0.006
-0.008 -0.010 0.004
-0.008 0.020 -0.081
0.016 -0.001 0.008
-0.056 0.020 0.007
0.025 -0.059 -0.003
0.007 0.035 0.019
-0.027 -0.015 -0.021
0.029 -0.032 0.005
-0.166 0.048 -0.007
-0.117 0.090 0.012
-0.020 0.001 -0.131
-1.025 -0.715 -0.088
0.016 -0.021 0.003
0.003 0.008 0.014
0.002 0.013 -0.018
0.009 -0.013 0.016
-0.012 -0.041 -0.030
-0.062 -0.038 0.049
-0.079 -0.029 0.005
0.009 0.015 0.000
0.076 0.042 0.004
0.023 0.037 -0.018
-0.071 0.076 0.022
0.000 -0.039 0.012
0.049 0.046 0.118
-0.040 -0.007 0.010
0.009 -0.017 -0.013
-0.013 0.007 0.006
0.003 -0.003 -0.025
0.121 -0.200 0.048
-0.004 0.043 -0.009
-0.092 -0.022 -0.134
-0.001 -0.001 0.001
0.007 0.002 0.002
0.093 0.029 -0.045
-0.026 0.014 0.014
0.021 -0.041 0.024
-0.044 0.014 -0.015
0.037 0.016 -0.064
-0.108 0.019 0.000
0.058 0.033 -0.027
0.000 0.012 0.005
0.958 -0.377 0.475
-0.114 0.066 -0.013
-0.151 0.273 -0.496
0.050 0.717 -0.439
-0.192 -0.048 0.101
0.087 0.098 -0.034
-0.091 -0.063 -0.013
0.067 0.054 0.071
0.187 0.094 -0.116
0.000 -0.012 0.007
0.009 0.003 -0.012
0.004 0.001 0.007
-0.008 -0.005 0.004
-0.026 0.001 0.009
0.011 -0.003 0.002
0.015 0.014 -0.027
-0.013 -0.008 0.007